The following is a quantum chemistry calculation of C8H8N4OS2 as an isolated structure in a non-equilibrium geometry, from the Open Molecules 2025 dataset.

Calculated values
LUMO = -0.30 eV
Highest occupied orbital energy = -8.47 eV
Energy relative to the best compared isomer or geometry (same formula, charge and spin) = 780.8 kJ/mol

CARTESIAN COORDINATES (ANGSTROEM)
C -0.5405 -2.0623 -4.2267
H -0.1918 -0.9128 -4.6140
N -2.6632 -2.1264 -2.8407
C 1.8854 2.3319 4.1123
O 2.3684 0.8136 0.0017
C 1.5033 1.3113 1.9652
H -0.7283 0.7976 2.7368
S 2.6388 2.1826 2.6964
C 0.3316 1.4296 2.8757
C 1.4328 0.8694 0.6657
C 0.3301 1.9819 4.1455
N -2.1400 -1.1505 -1.1417
H -0.1088 -0.7441 0.5729
H 0.4310 -2.6271 -3.9974
C 0.1568 0.2198 0.0911
H -0.3147 1.9288 4.9930
C -1.0184 -1.1775 -2.0679
N -1.4243 -1.8039 -3.1737
H -0.5810 0.7131 0.1139
N -3.2388 -1.6367 -1.7853
S 0.5273 -0.5940 -1.3553
H 2.3280 2.7994 5.0926
H -0.9836 -2.5438 -4.8600

Atoms 1-2, force components in eV/Å:
6.872 6.867 4.048
-0.904 -3.414 0.675

The following is a quantum chemistry calculation of C8H8NO4Pt as an isolated structure, from the Open Molecules 2025 dataset.

Calculated values
LUMO = -4.90 eV
Highest occupied orbital energy = -12.82 eV
Total charge = +1

CARTESIAN COORDINATES (ANGSTROEM)
C 2.4296 -1.5718 0.6695
H -3.9781 1.2957 -1.0101
C 1.3005 0.4974 0.4108
H 1.8129 3.6647 0.6929
C 1.2680 -2.2469 0.2945
Pt -1.4450 0.9196 -0.3893
O -1.5573 -3.1669 -0.5877
C 2.4635 -0.1789 0.7339
C -3.1214 1.9570 -0.8692
O 2.0547 2.7223 0.7258
O -2.1134 -1.0577 -0.6666
C -1.2510 -1.9068 -0.4456
H -2.9518 2.5095 -1.7970
H -3.3533 2.6737 -0.0782
N 0.2107 -0.1684 0.0576
O -0.0689 2.4427 0.0829
H -0.8243 -3.7655 -0.3949
H 3.3584 0.3526 1.0241
C 0.1483 -1.4890 -0.0126
H 3.3169 -2.1382 0.9143
H 1.2664 -3.3280 0.2528
C 1.0344 1.9828 0.3921

Atoms 1-2, force components in eV/Å:
-0.046 0.028 -0.013
0.062 -0.046 0.027

The following is a quantum chemistry calculation of a 2-piece molecular cluster, C8H8NO6 overall in a non-equilibrium geometry, from the Open Molecules 2025 dataset.

Calculated values
LUMO (alpha / beta) = -2.30 / -2.31 eV
Multiplicity = 2
Highest occupied orbital energy (alpha / beta) = -9.46 / -9.57 eV

CARTESIAN COORDINATES (ANGSTROEM)
C -0.1998 0.3169 -0.2827
H 0.2157 -1.4725 1.8654
C 0.8625 1.3527 -0.8973
C 0.4573 -1.0725 -0.2484
O 1.0233 2.9118 1.1422
C 1.4675 -2.9537 0.9039
C 1.7307 -2.7312 -1.4972
O 0.2323 2.5374 -1.0729
H -1.0523 0.3029 -1.0146
C 0.6685 -1.8040 0.9293
H 1.7717 1.3961 -0.2600
O -2.0725 -2.4098 -0.1387
H 2.1038 -3.0925 -2.4584
O -2.5573 -3.1675 0.7115
N 0.0436 3.0644 0.4588
H 1.6668 -3.4880 1.8361
H 2.6850 -4.2755 -0.3188
H 0.6926 -1.0266 -2.3528
C 2.0194 -3.4075 -0.3049
O -0.9916 3.6590 0.5899
C 0.9502 -1.5714 -1.4479
H 1.1009 1.0676 -1.9405
O -0.5317 0.8475 0.8790

Atoms 1-2, force components in eV/Å:
0.660 -1.474 -0.720
0.233 0.041 -0.262

The following is a quantum chemistry calculation of one molecule with the formula C8H8O in a non-equilibrium geometry, from the Open Molecules 2025 dataset.

Calculated values
LUMO = 0.11 eV
Highest occupied orbital energy = -9.18 eV
Energy relative to the best compared isomer or geometry (same formula, charge and spin) = 219.6 kJ/mol
SMILES string = Cc1ccccc1C=O

CARTESIAN COORDINATES (ANGSTROEM)
H -0.5404 1.9192 -2.2015
C -0.0723 -0.9397 1.2911
C -1.0513 1.1676 1.5611
H 0.2538 -1.8721 1.7418
C -0.0623 0.6300 -0.5706
C -0.7618 -0.0905 2.0364
H -1.8065 1.7570 2.2061
C 1.0606 -1.6674 -0.8559
H -0.8497 -0.1438 2.8857
H 1.3153 -2.7056 -0.5243
C 0.3025 -0.6382 -0.0273
O 1.0444 0.5496 -2.7116
H 2.2067 -1.2844 -1.2019
C -0.7359 1.5085 0.2038
C 0.2022 1.1193 -1.9782
H -1.1970 2.5672 -0.0673
H 0.6919 -1.8765 -1.7873

Atoms 1-2, force components in eV/Å:
0.831 0.058 -0.786
2.006 -2.181 -2.281

The following is a quantum chemistry calculation of one molecule with the formula C8H8O2 in a non-equilibrium geometry, from the Open Molecules 2025 dataset.

Calculated values
LUMO = 0.32 eV
Highest occupied orbital energy = -9.56 eV
Energy relative to the best compared isomer or geometry (same formula, charge and spin) = 420.5 kJ/mol
SMILES string = C#C[C@]1(O)C(=O)C(C)=C1C

CARTESIAN COORDINATES (ANGSTROEM)
H -0.7838 -1.5541 2.2084
H 2.4986 1.5392 0.5718
H 0.2505 -2.1400 1.2317
H -2.7568 -0.6932 -1.3793
O -0.9162 2.0231 -1.6543
C -0.2589 -1.0864 -1.8999
C -0.6643 1.2658 -0.7399
H 0.1732 -1.9656 -3.8000
C -0.1565 -0.1466 0.6674
C 0.0428 -1.7722 -2.8293
C -1.0511 -0.2250 -0.5027
H 0.8767 -1.0584 2.5083
H 1.4907 2.9297 0.9209
O -2.4120 -0.5725 -0.4825
H 1.6987 1.6268 2.0643
C 0.1170 -1.1403 1.8074
C 0.3117 1.1129 0.3592
C 1.5397 1.8569 0.9484

Atoms 1-2, force components in eV/Å:
-1.050 0.819 0.911
0.099 -0.185 -0.867

The following is a quantum chemistry calculation of one molecule with the formula C8H8OS3 in a non-equilibrium geometry, from the Open Molecules 2025 dataset.

Calculated values
LUMO = -0.59 eV
Highest occupied orbital energy = -8.90 eV
Energy relative to the best compared isomer or geometry (same formula, charge and spin) = 0.0 kJ/mol
SMILES string = O=C1S[C@@H]2CC[C@H]3SC(=S)[C@@H]2[C@@H]13

CARTESIAN COORDINATES (ANGSTROEM)
C -1.1868 -0.7920 -0.1937
H 1.5896 0.1195 -2.0023
H 0.5555 0.9941 2.1042
H -0.7096 0.0596 -2.1049
C -0.2933 -0.7130 -1.4333
C 1.1306 -0.2929 -1.1091
H -0.3467 -1.6432 -2.0289
C 0.3675 0.3473 1.2488
O -2.0326 2.1207 -0.7240
H -1.8319 0.4571 1.4851
H -2.2305 -0.9025 -0.5015
C -1.0772 1.7654 -0.0769
S 1.4450 -1.4791 2.9987
S -0.5548 -2.1677 0.8284
C 1.1997 0.7267 0.0839
H 2.2275 0.8332 0.4079
S 0.5541 2.3582 -0.4642
C 0.5422 -1.0514 1.6778
C -1.0584 0.4480 0.6866
H 1.7100 -1.1882 -0.8825

Atoms 1-2, force components in eV/Å:
-0.160 -0.001 -0.926
0.095 0.265 0.027

The following is a quantum chemistry calculation of C8H9B3BeF18N4O4S2 as an isolated structure in a non-equilibrium geometry, from the Open Molecules 2025 dataset.

Calculated values
LUMO = 4.11 eV
Highest occupied orbital energy = -5.19 eV
Energy relative to the best compared isomer or geometry (same formula, charge and spin) = 64.6 kJ/mol
Total charge = -2

CARTESIAN COORDINATES (ANGSTROEM)
F 2.6761 -1.0124 0.0492
F -1.9054 -1.8770 -0.8485
H -1.4131 0.3599 -4.8119
F 2.7583 1.6113 0.9452
F -0.2499 0.3677 4.3216
F 0.0603 -3.6442 -1.1833
N 0.2538 2.9383 0.4914
C -1.2257 0.3037 -2.7213
C -2.7772 -1.9211 0.1313
S -2.1309 0.8325 2.4533
O -1.8078 2.2200 2.2168
Be 0.6902 0.3505 0.2079
F 3.6081 0.5734 2.8380
H -1.5669 5.3495 -0.5910
F 1.4167 1.3985 2.7311
C -0.6034 3.6790 0.3386
F -3.6428 -0.9079 0.0273
H -2.6509 4.0450 -0.0605
C -1.2271 -0.3620 -4.0120
N -1.2296 0.7476 -1.6667
F 0.5218 -1.3816 -1.4089
O -3.5332 0.5140 2.4419
N 2.0281 0.7756 -1.9092
H 3.3385 -1.6319 -3.4303
F 1.4798 -1.1477 1.9218
H 3.9271 -0.1399 -4.1913
C -1.7391 4.5866 0.1688
H -1.7589 5.1587 1.0983
F 2.1107 -3.1339 0.8980
B 2.4931 -1.8315 1.2227
F -0.0420 -2.6537 -3.2800
H -0.2290 -0.7310 -4.2384
F 3.2496 2.8024 2.8403
C 3.0412 -0.6639 -3.8339
H -2.0292 -1.0951 -4.0154
F -1.9274 1.6020 5.0346
N -1.1761 -0.0807 1.5880
O -0.7823 -2.6832 1.7340
F 1.9451 -2.9637 -2.2681
C 2.4938 0.1572 -2.7485
B 0.5720 -2.6633 -2.0287
F -3.4283 -3.0696 0.1226
H 2.2752 -0.8181 -4.5896
O -2.8097 -2.0144 2.8039
C -1.5566 0.5357 4.3128
S -1.8357 -1.6951 1.7747
F -2.1219 -0.5195 4.8882
F 3.7005 -1.8720 1.8819
B 2.7600 1.6051 2.3532

Atoms 1-2, force components in eV/Å:
-0.786 0.367 -0.330
-0.417 -0.103 -0.397

The following is a quantum chemistry calculation of one molecule with the formula C8H9BF2O4 in a non-equilibrium geometry, from the Open Molecules 2025 dataset.

Calculated values
LUMO (alpha / beta) = 0.40 / -2.04 eV
Multiplicity = 3
Highest occupied orbital energy (alpha / beta) = -7.04 / -9.32 eV

CARTESIAN COORDINATES (ANGSTROEM)
O -2.0650 1.2545 0.8901
C 0.1252 -1.3665 0.7211
H 1.2124 0.5624 -1.6843
O -0.8654 -3.8237 0.5218
H -0.4013 -3.5906 -1.6500
H 1.9776 2.3674 0.6653
C -0.7955 1.6736 1.0225
B -0.3619 -2.7072 0.0630
C -0.2024 1.4792 -0.3357
C 1.2755 -0.3734 0.4725
C 2.2051 1.8293 -0.2298
H -1.3447 -4.1244 1.3591
O 0.0097 -2.8154 -1.2653
H 2.2918 2.5977 -0.9661
H 3.1514 1.3146 -0.0608
H 2.3097 -0.6436 0.6599
C 0.2548 -0.2929 1.5581
C 1.0959 0.8082 -0.5453
O -1.2401 1.0659 -1.2076
H -0.0756 2.5885 -0.6436
F -2.7621 -0.4296 -0.3842
C -2.3587 0.7825 -0.4364
F -3.4589 1.4454 -0.9640
H 0.0225 0.3979 2.4395

Atoms 1-2, force components in eV/Å:
-1.903 -0.257 0.209
0.380 2.098 1.599

The following is a quantum chemistry calculation of a 2-piece molecular cluster, C8H9Br2F overall, from the Open Molecules 2025 dataset.

Calculated values
LUMO = 0.66 eV
Highest occupied orbital energy = -9.51 eV
Energy relative to the best compared isomer or geometry (same formula, charge and spin) = 0.0 kJ/mol
SMILES string = Fc1ccccc1.BrCCBr

CARTESIAN COORDINATES (ANGSTROEM)
H -14.8985 -9.8333 -6.7176
Br -15.4403 -11.1776 -8.7454
H -16.4044 -9.2888 -7.4476
C -11.3509 -9.7918 -5.5091
Br -14.6792 -6.8546 -7.4432
H -10.3534 -9.7467 -5.9271
C -11.9613 -8.6663 -4.9815
H -11.5313 -11.9076 -5.9120
C -14.6095 -8.5281 -8.4062
H -14.9103 -10.0979 -4.0583
H -15.0132 -8.3615 -9.3990
C -13.2579 -11.0971 -4.9513
C -13.8983 -9.9879 -4.4282
C -15.3792 -9.5763 -7.6585
H -13.5631 -8.8070 -8.4803
C -12.0008 -11.0267 -5.4957
C -13.2441 -8.7635 -4.4518
F -13.8984 -12.2828 -4.9257
H -13.6945 -7.8740 -4.0323
H -11.4596 -7.7082 -4.9846

Atoms 1-2, force components in eV/Å:
0.024 -0.021 -0.152
0.005 -0.192 -0.020

The following is a quantum chemistry calculation of a 2-piece molecular cluster, C8H9ClF3NO2P overall in a non-equilibrium geometry, from the Open Molecules 2025 dataset.

Calculated values
LUMO = 2.82 eV
Highest occupied orbital energy = -2.60 eV
Energy relative to the best compared isomer or geometry (same formula, charge and spin) = 108.8 kJ/mol
Total charge = -1

CARTESIAN COORDINATES (ANGSTROEM)
C -3.9326 0.2633 -2.5251
F 2.3004 2.1092 0.3409
H -1.7782 -1.4636 -4.4655
O 1.6524 -2.7666 2.7707
C 3.0458 0.4837 2.8982
N -1.4084 -0.9284 -2.5192
P 1.4542 -1.4026 1.7060
C 2.1701 2.3500 1.7163
H 2.0992 0.2795 3.4938
H 3.9115 0.2716 3.6157
F 0.9089 1.9430 2.1138
C -1.8938 -0.3044 -1.4347
C 3.1640 -0.5979 1.7324
H -4.9135 0.7261 -2.5276
H -1.2370 -0.2994 -0.5707
C -3.4534 -0.3737 -3.6597
Cl 1.0136 -2.0796 -0.2694
C -2.1949 -0.9508 -3.6043
F 2.1891 3.7600 1.8358
C -3.1410 0.3002 -1.3877
H 0.9671 -3.4387 2.5838
H -4.0437 -0.4218 -4.5664
O 3.2185 1.8767 2.4802
H -3.4830 0.7877 -0.4836
H 3.3846 -0.1235 0.7264

Atoms 1-2, force components in eV/Å:
-0.093 0.054 0.042
-0.424 0.307 2.376